Entry from the OMol25 dataset: 2 unconnected molecules or ions with the total composition C5H10N2O in a non-equilibrium geometry (ωB97M-V/def2-TZVPD).

Geometry as XYZ:
```
18
Properties=species:S:1:pos:R:3:forces:R:3
C -0.3168 -1.8108 -0.3472 -0.7 1.5 -2.9
C 0.2943 -1.0183 0.7255 1.2 0.4 0.6
C -0.2997 -0.3657 1.7620 2.9 0.5 -1.1
N 0.7207 0.3616 2.3274 1.2 0.3 1.0
C 1.9873 0.0459 1.7305 -5.6 -1.4 -0.5
N 1.6868 -0.8202 0.7730 0.2 0.5 -0.2
H 0.2376 -1.6164 -1.3114 0.2 -0.7 1.1
H -1.3114 -1.4312 -0.7570 0.8 -0.6 1.5
H -0.3516 -2.8405 -0.1096 -0.2 -1.2 -0.1
H -1.2693 -0.3386 2.1320 -1.5 0.2 0.4
H 0.4859 1.0167 3.0576 0.6 0.0 0.1
H 2.9125 0.3829 2.1048 0.8 0.3 0.1
C -1.0717 1.0552 -2.6393 1.7 -0.3 1.8
O -2.1293 1.9041 -2.9759 -1.5 -2.0 -0.5
H -0.7579 1.3807 -1.6408 0.5 -0.1 0.2
H -0.0782 1.0951 -3.2328 -2.0 -0.3 0.2
H -1.4493 0.0109 -2.3717 0.4 1.3 -1.4
H -1.9196 2.7747 -3.2237 1.0 1.4 -0.4
```
Positions in Å, forces in eV/Å.

Calculated values
- SMILES = Cc1c[nH]cn1.CO
- LUMO energy (eV) = 0.85
- HOMO (eV) = -8.627
- ΔE to the lowest compared entry with this formula, charge and spin (kJ/mol) = 195.5

***

Entry from the OMol25 dataset: a molecular structure, C24H28As2N3ORe in a non-equilibrium geometry (ωB97M-V/def2-TZVPD).

Geometry as XYZ:
```
59
Properties=species:S:1:pos:R:3:forces:R:3
Re -0.1303 -0.0512 0.1923 1.9 -0.3 -1.2
C 0.6527 -1.5175 -3.8904 0.2 -0.1 -0.2
C 0.1642 -1.3268 -2.5130 0.3 0.3 0.0
N 0.8509 -0.6791 -1.5936 -1.6 0.0 1.3
N 2.0859 -0.3405 -1.7697 1.8 0.6 -0.4
C 2.6235 0.2955 -0.7386 0.9 -0.8 -2.5
O 1.8801 0.5292 0.2884 -2.4 0.1 1.7
C 4.0084 0.7099 -0.8503 0.1 0.0 0.1
C 4.7148 0.4014 -2.0333 -0.2 0.1 0.1
C 5.9979 0.8719 -2.2262 0.0 -0.1 0.2
C 6.6173 1.6228 -1.2301 -0.3 0.0 0.1
C 5.9315 1.9198 -0.0500 0.0 0.0 0.0
C 4.6480 1.4480 0.1536 -0.1 0.1 -0.2
C -1.0276 -1.9359 -1.9689 -0.5 -0.3 -0.2
C -1.8306 -2.8440 -2.6631 0.5 0.5 0.2
C -2.8225 -3.5329 -1.9854 0.0 0.1 0.5
C -2.9539 -3.3211 -0.6148 0.0 0.0 -0.1
C -2.1558 -2.3740 0.0056 -0.5 -0.4 0.5
N -1.2398 -1.6569 -0.6496 -0.2 0.0 0.0
H 1.6407 -1.0752 -4.0049 -0.1 -0.1 0.0
H -0.0247 -1.0556 -4.6134 -0.1 0.1 0.1
H 0.7021 -2.5785 -4.1466 0.0 0.0 0.1
H 4.2403 -0.2180 -2.7794 0.0 0.1 -0.1
H 6.5228 0.6461 -3.1416 0.0 -0.1 0.0
H 7.6338 1.9659 -1.3641 0.0 0.1 0.0
H 6.3968 2.5393 0.7043 0.1 -0.1 0.0
H 4.1293 1.6596 1.0756 0.0 0.1 0.1
H -1.6500 -3.0221 -3.7112 0.1 0.0 -0.1
H -3.4587 -4.2389 -2.4999 0.0 -0.1 0.0
H -3.6746 -3.8784 -0.0371 0.0 0.0 0.1
H -2.2320 -2.1956 1.0760 -0.1 0.0 -0.2
C -3.8521 0.0033 2.0457 0.1 -0.2 0.0
As -2.6199 0.7578 0.7084 -0.7 0.9 0.5
C -3.8352 0.8463 -0.8201 0.2 0.0 -0.2
C -2.4179 2.5729 1.3890 0.1 -0.2 -0.1
C -3.4790 3.4706 1.3504 -0.1 -0.3 -0.1
C -3.3251 4.7462 1.8764 0.0 0.0 -0.1
C -2.1287 5.1164 2.4695 0.0 -0.1 0.0
C -1.0804 4.2102 2.5479 0.2 -0.1 0.1
C -1.2220 2.9397 2.0031 0.3 -0.4 -0.1
As 0.1817 1.5897 2.1726 -0.8 0.8 1.2
C 1.8357 2.5131 2.5931 0.2 -0.1 -0.3
C -0.2111 0.6500 3.8361 0.1 -0.2 0.1
H -4.6969 0.7037 2.0636 0.2 -0.1 -0.1
H -3.4266 -0.0484 3.0491 0.1 0.1 -0.2
H -4.2284 -0.9802 1.7565 0.1 0.1 -0.1
H -4.7949 1.2493 -0.4738 0.3 -0.1 0.1
H -4.0086 -0.1525 -1.2296 0.1 0.1 0.1
H -3.4379 1.4958 -1.6020 0.0 -0.1 0.1
H -4.4266 3.1770 0.9104 0.0 0.1 0.0
H -4.1362 5.4555 1.8070 -0.1 0.0 0.0
H -2.0101 6.1078 2.8798 0.0 0.1 0.0
H -0.1637 4.4953 3.0476 0.0 0.1 0.0
H 2.6021 1.7655 2.8124 -0.1 0.1 -0.1
H 1.6829 3.1207 3.4931 -0.2 -0.2 -0.2
H 2.1528 3.1513 1.7636 -0.1 -0.2 0.1
H -0.2926 1.3716 4.6537 0.0 0.0 -0.2
H 0.6114 -0.0317 4.0615 0.0 0.0 -0.1
H -1.1340 0.0716 3.7793 0.0 0.1 -0.1
```
Positions in Å, forces in eV/Å.

Calculated values
- <S²> = 3.818
- charge = +3
- LUMO energy (alpha / beta) (eV) = -10.83 / -11.76
- HOMO (alpha / beta) (eV) = -16.391 / -16.364
- spin multiplicity = 4

***

Entry from the OMol25 dataset: a molecular structure, C36H40BMoNP2 in a non-equilibrium geometry (ωB97M-V/def2-TZVPD).

Geometry as XYZ:
```
81
Properties=species:S:1:pos:R:3:forces:R:3
Mo 0.0648 0.1418 5.0026 0.2 0.2 -1.1
C -2.0779 -0.2536 5.7818 -1.3 -1.6 -1.5
C -1.9341 -0.4528 4.3820 -0.6 0.2 0.8
C -2.3692 0.5700 3.3537 -0.8 0.0 -0.6
C -1.4097 1.7535 3.0371 0.5 0.1 -0.6
C -0.3566 2.0874 4.0743 -0.3 0.6 0.9
C -0.6765 2.2863 5.4322 0.7 1.3 -0.9
C -2.1110 2.3393 5.9205 -0.2 0.1 0.1
C -2.6672 0.9829 6.4134 0.8 0.2 1.3
C 1.7912 -0.7498 4.1413 -0.3 0.0 0.4
H -2.1677 -1.1561 6.3940 0.4 0.3 -0.1
H -1.8248 -1.4887 4.0290 0.0 0.2 0.2
H -3.3539 0.9852 3.6251 0.4 -0.2 0.2
H -2.5470 0.0536 2.3960 0.0 0.2 0.5
H -0.8794 1.5512 2.0931 -0.2 0.0 0.2
H -2.0371 2.6339 2.8384 0.2 -0.1 0.1
H 0.6161 2.4547 3.7195 -0.3 -0.2 0.1
H 0.0637 2.7658 6.1055 -0.4 -0.5 -0.6
H -2.8065 2.7670 5.1726 0.7 -0.2 0.0
H -2.1332 3.0270 6.7809 0.0 -0.2 -0.4
H -2.4298 0.9294 7.4969 -0.2 -0.2 -0.5
H -3.7735 1.0226 6.3729 0.5 -0.4 -0.3
H 2.3203 -1.1962 4.9976 -0.1 0.0 -0.2
H 2.4447 -0.0069 3.6645 -0.2 0.0 0.1
H 1.5346 -1.5293 3.4188 -0.1 0.0 0.0
P -0.1605 -2.0161 -3.1026 -0.4 -0.2 -0.6
P 1.7385 0.5448 -3.5519 0.2 1.2 -0.9
C -0.8212 -0.4817 -3.7972 1.3 2.0 -0.4
C -0.0216 0.6311 -3.8873 -1.9 -1.9 0.1
C -0.7543 -3.3127 -4.2793 0.3 -0.5 -0.2
C -1.8872 -3.1004 -5.0795 0.0 -0.2 -0.3
C -2.2794 -4.0517 -6.0390 -0.1 0.1 0.0
C -1.5707 -5.2398 -6.2075 0.6 0.2 0.6
C -0.4273 -5.4609 -5.4097 -0.4 0.1 -0.2
C -0.0177 -4.5140 -4.4673 -0.3 0.3 0.1
C -1.0943 -2.1867 -1.5371 0.0 0.3 0.1
C -0.7495 -1.3153 -0.4813 -0.1 -0.4 0.0
C -1.3391 -1.4815 0.7704 -0.2 -0.3 -0.3
C -2.3378 -2.4552 0.9485 0.3 0.0 -0.2
C -2.7354 -3.2628 -0.1230 0.1 0.1 0.1
C -2.1067 -3.1403 -1.3642 0.3 0.1 0.2
C 2.4281 1.1616 -5.1753 -0.3 -0.5 -0.1
C 2.3013 0.3350 -6.3180 0.3 0.2 0.1
C 2.9517 0.6857 -7.5071 -0.1 0.2 0.3
C 3.6887 1.8810 -7.5977 -0.3 -0.3 0.5
C 3.6945 2.7529 -6.5074 -0.2 -0.1 0.3
C 3.0673 2.4046 -5.3007 0.3 -0.2 0.1
C 2.0419 1.9635 -2.4294 0.5 -0.2 0.6
C 3.2401 1.9847 -1.6727 -0.7 0.4 -0.1
C 3.4520 3.0001 -0.7356 -0.1 0.0 -0.1
C 2.4863 3.9956 -0.5312 0.0 -0.3 -0.5
C 1.3396 4.0165 -1.3332 0.2 -0.4 0.0
C 1.1102 2.9961 -2.2685 0.1 0.2 0.4
H -1.8550 -0.4749 -4.1610 0.3 0.2 0.4
H -0.4084 1.5957 -4.2244 -0.1 -0.4 -0.2
H -2.4733 -2.1880 -4.9731 0.1 -0.3 -0.1
H -3.1497 -3.8625 -6.6780 0.3 0.0 0.4
H -1.8880 -5.9894 -6.9406 0.2 0.4 0.3
H 0.1317 -6.3880 -5.5478 -0.1 0.3 0.2
H 0.8714 -4.7038 -3.8623 -0.2 0.1 -0.2
H -0.0182 -0.5172 -0.6351 -0.1 -0.3 0.0
H -0.9945 -0.8724 1.6104 -0.1 -0.2 -0.4
H -2.7855 -2.6034 1.9318 0.0 0.0 -0.3
H -3.5135 -4.0195 0.0091 0.3 0.3 0.0
H -2.3842 -3.7893 -2.1950 0.1 0.1 0.3
H 1.6935 -0.5758 -6.2672 0.4 0.2 0.0
H 2.8990 0.0274 -8.3704 -0.1 0.1 0.2
H 4.2539 2.1248 -8.5015 -0.3 -0.1 0.3
H 4.2079 3.7107 -6.5682 -0.1 -0.2 0.0
H 3.0894 3.0901 -4.4474 0.1 -0.3 -0.4
H 3.9885 1.2139 -1.8301 -0.1 0.1 0.1
H 4.3833 3.0248 -0.1676 -0.3 -0.1 -0.1
H 2.6431 4.7621 0.2279 0.0 -0.1 -0.3
H 0.6237 4.8267 -1.2267 0.0 -0.2 0.0
H 0.1952 3.0163 -2.8544 0.2 0.1 0.1
B 0.6907 0.1338 9.5271 0.3 -0.2 0.6
C 0.6333 0.0971 8.0169 -0.2 0.0 -1.1
N 0.5389 0.0739 6.8350 0.3 0.1 2.9
H -0.2967 0.7599 9.8980 0.2 -0.2 -0.2
H 1.7168 0.7099 9.8388 -0.2 -0.1 -0.1
H 0.6886 -1.0354 9.8970 -0.1 0.4 -0.2
```
Positions in Å, forces in eV/Å.

Calculated values
- <S²> = 2.023
- charge = +2
- LUMO energy (alpha / beta) (eV) = -7.59 / -8.24
- HOMO (alpha / beta) (eV) = -13.367 / -13.237
- ΔE to the lowest compared entry with this formula, charge and spin (kJ/mol) = 0.0
- spin multiplicity = 3

***

Entry from the OMol25 dataset: CBr2FNO2 in the gas phase in a non-equilibrium geometry (ωB97M-V/def2-TZVPD).

Geometry as XYZ:
```
7
Properties=species:S:1:pos:R:3:forces:R:3
O 0.1002 -0.4250 -1.7009 0.9 0.6 0.7
N 0.5159 0.1751 -0.7107 0.5 0.7 -4.0
O 1.3920 1.0148 -0.7080 -0.5 -0.6 0.6
C -0.2936 -0.1042 0.4524 -0.7 -2.3 1.8
F -0.6547 -1.4152 0.3178 -0.7 0.6 -0.2
Br -1.8680 0.9926 0.3533 0.5 0.0 0.4
Br 0.8082 -0.2381 1.9962 0.1 1.0 0.6
```
Positions in Å, forces in eV/Å.

Calculated values
- SMILES = O=[N+]([O-])C(F)(Br)Br
- LUMO energy (eV) = -1.21
- HOMO (eV) = -11.369
- ΔE to the lowest compared entry with this formula, charge and spin (kJ/mol) = 13.3

***

Entry from the OMol25 dataset: a molecular structure, C27H72O9 in a non-equilibrium geometry (ωB97M-V/def2-TZVPD).

Geometry as XYZ:
```
108
Properties=species:S:1:pos:R:3:forces:R:3
C 8.5044 17.0823 -9.3437 -0.9 -0.2 -0.1
C 9.6483 16.2367 -9.8692 -0.3 0.6 0.8
C 9.5222 14.7412 -9.6855 0.3 0.0 -1.1
O 10.0846 16.5605 -11.1844 -1.6 -1.4 0.3
H 8.3808 16.8564 -8.2845 -0.5 -0.2 -0.2
H 7.5581 16.9145 -9.8580 -0.1 -0.2 -0.1
H 8.7415 18.1437 -9.4167 -0.3 -0.6 0.1
H 10.4534 16.5743 -9.2166 0.2 -0.8 0.3
H 9.1144 14.4320 -8.7231 0.3 0.2 0.0
H 10.5374 14.4010 -9.8898 -0.2 -0.6 0.5
H 8.9127 14.2721 -10.4578 -0.3 0.2 -0.1
H 10.2758 17.4995 -11.1265 -0.6 -0.2 -1.0
C 9.2828 14.8864 -5.6619 0.7 1.5 0.8
C 9.1195 16.4308 -5.3460 0.4 -2.1 -1.3
C 10.0216 17.2230 -6.2787 -1.5 -1.0 1.4
O 7.8138 16.8636 -5.5778 -1.0 0.5 -0.4
H 9.3082 14.5650 -6.7032 -0.6 0.5 0.0
H 8.5551 14.3344 -5.0671 0.2 -0.3 -0.1
H 10.3099 14.7324 -5.3310 0.0 -0.7 0.4
H 9.2968 16.5621 -4.2785 0.7 0.1 0.1
H 9.7264 17.0702 -7.3168 -0.7 -0.9 1.2
H 11.0806 16.9666 -6.2515 -1.0 -0.3 0.8
H 9.8717 18.2680 -6.0075 0.0 -0.2 -0.5
H 7.2300 16.2870 -5.0795 -0.2 0.1 0.0
C 13.3074 21.3328 -11.2220 3.1 4.0 -0.8
C 12.4577 22.0222 -12.2164 1.5 2.3 -1.1
C 12.8571 23.5360 -12.4618 1.1 -1.0 1.2
O 12.7078 21.4483 -13.4906 -0.1 -0.3 -0.3
H 14.3734 21.5015 -11.3752 0.1 0.2 -0.1
H 12.9568 20.3143 -11.0554 5.2 5.0 -4.0
H 13.0206 21.5439 -10.1918 0.9 2.3 -0.8
H 11.4315 22.0491 -11.8499 0.7 -1.3 -1.1
H 12.1810 24.0090 -13.1740 0.1 0.3 0.3
H 13.8797 23.6458 -12.8228 0.0 -0.6 -0.3
H 12.9119 23.9790 -11.4674 -0.3 0.8 -0.4
H 12.0709 21.7908 -14.1220 -0.1 0.1 -0.1
C 11.4172 19.0302 -13.3449 0.5 0.6 -0.4
C 11.6476 17.6060 -13.7503 0.7 0.6 -0.4
C 12.7924 17.3810 -14.8002 -2.2 0.3 0.0
O 12.0348 16.9418 -12.5898 0.7 -0.4 -0.3
H 12.2640 19.6683 -13.5976 0.0 -0.6 0.1
H 11.3340 19.0561 -12.2584 -0.9 -0.1 -0.8
H 10.5882 19.5549 -13.8199 -0.4 -0.4 0.1
H 10.6871 17.1344 -13.9580 -0.1 0.1 -1.2
H 12.4039 17.8331 -15.7127 0.2 -0.4 -0.5
H 12.8740 16.2953 -14.8525 0.4 0.0 -0.6
H 13.7620 17.8468 -14.6241 -0.2 0.0 0.7
H 12.0030 16.0298 -12.8882 0.2 -0.5 0.8
C 13.1687 14.7028 -10.3828 -0.9 -1.3 0.2
C 13.6378 16.1184 -10.5225 1.5 0.6 0.5
C 13.6869 16.9491 -9.2292 1.1 -2.2 -0.6
O 15.0176 15.9824 -11.0378 -0.8 0.1 0.1
H 12.5815 14.4098 -11.2531 0.1 -0.1 -0.3
H 12.4964 14.4559 -9.5612 -0.1 0.7 0.3
H 13.9410 13.9445 -10.2542 0.5 0.4 -0.2
H 13.0267 16.6291 -11.2667 0.6 -0.2 0.6
H 14.1157 17.9403 -9.3766 -0.6 -0.4 0.1
H 14.4073 16.4742 -8.5631 0.1 -0.2 0.2
H 12.7242 16.8987 -8.7206 1.2 -0.3 -0.9
H 15.3661 16.8676 -11.1661 0.0 0.1 -0.1
C 12.8138 17.9805 -6.6060 0.9 -1.7 2.6
C 12.8612 18.9991 -5.4875 -0.2 -1.9 0.1
C 11.5631 19.2753 -4.8402 -0.5 -0.6 1.8
O 13.8682 18.6377 -4.6030 1.1 0.2 1.7
H 12.9493 16.9341 -6.3325 0.2 -0.2 0.8
H 13.5568 18.1239 -7.3905 0.1 0.0 0.5
H 11.8314 18.0348 -7.0749 3.0 -0.6 3.9
H 13.1113 19.9221 -6.0106 -0.3 -0.9 4.1
H 10.9618 18.4093 -4.5635 0.4 0.0 0.3
H 10.8977 19.8970 -5.4392 0.3 0.5 0.2
H 11.9314 19.6811 -3.8980 -0.8 0.8 0.1
H 14.1708 17.7459 -4.7891 -0.1 0.1 0.0
C 12.3728 19.5723 -10.3261 -5.4 -7.4 2.9
C 11.2661 18.6604 -9.8381 -1.0 -0.4 1.7
C 11.2390 18.4042 -8.3107 -0.5 1.9 -4.7
O 9.9996 19.1515 -10.2930 0.4 0.7 -0.7
H 12.3542 20.5258 -9.7982 -1.3 -2.0 1.0
H 12.3143 19.6998 -11.4070 -3.3 -2.4 0.4
H 13.2903 18.9849 -10.3615 -0.4 0.2 0.5
H 11.3118 17.6344 -10.2032 1.1 0.9 -0.3
H 11.8778 19.1415 -7.8245 -1.8 0.8 -1.5
H 11.8211 17.4937 -8.1687 -1.8 0.6 -1.4
H 10.3125 18.1609 -7.7906 0.5 1.9 -1.6
H 9.9697 20.1051 -10.1869 0.0 -0.2 0.4
C 13.4272 20.5007 -7.4267 2.5 1.2 -2.4
C 14.4965 20.3504 -8.5812 -1.1 3.4 0.0
C 15.2034 21.7823 -8.7058 -0.1 -1.3 -1.1
O 15.3463 19.3345 -8.2424 1.4 -1.4 2.0
H 13.9920 20.9565 -6.6134 0.6 0.1 0.0
H 13.1452 19.5209 -7.0412 0.8 2.0 -3.6
H 12.5798 21.1856 -7.4569 -0.1 0.0 -1.1
H 13.9864 20.0107 -9.4825 1.2 1.3 0.8
H 16.1535 21.6871 -9.2316 0.2 -0.2 0.0
H 15.4174 22.3188 -7.7814 -0.3 -0.3 0.2
H 14.6192 22.3931 -9.3941 -0.1 0.2 0.5
H 15.9484 19.0116 -8.9168 -0.2 0.5 -0.3
C 8.2088 22.3398 -11.5337 -0.4 0.7 -0.7
C 9.5744 22.3352 -10.8250 -1.0 1.3 -0.1
C 10.5532 23.5418 -11.1102 -1.9 -0.6 -1.2
O 9.2377 22.4389 -9.4902 -0.2 0.1 2.5
H 8.1054 22.1416 -12.6005 0.7 -0.1 -0.2
H 7.7662 23.3273 -11.4032 0.0 0.2 0.1
H 7.5143 21.6516 -11.0517 0.4 -0.2 0.2
H 9.9250 21.3042 -10.8706 0.9 0.9 -1.1
H 10.1268 24.5409 -11.0197 -0.9 -0.1 0.7
H 10.7295 23.5229 -12.1857 0.1 0.3 0.5
H 11.4744 23.5524 -10.5276 -0.5 -0.5 -0.1
H 9.1532 23.3776 -9.3079 -0.2 0.0 0.4
```
Positions in Å, forces in eV/Å.

Calculated values
- LUMO energy (eV) = 0.35
- HOMO (eV) = -8.704
- ΔE to the lowest compared entry with this formula, charge and spin (kJ/mol) = 2312.6

***

Entry from the OMol25 dataset: 2 unconnected molecules or ions with the total composition C27H29N2O in a non-equilibrium geometry (ωB97M-V/def2-TZVPD).

Geometry as XYZ:
```
59
Properties=species:S:1:pos:R:3:forces:R:3
C -0.9143 -6.3600 -0.5238 0.0 0.0 0.0
C -0.8763 -5.7461 -1.7775 0.2 0.0 -0.1
C 0.2814 -5.0949 -2.2097 0.2 0.0 0.4
C 1.3752 -5.0561 -1.3449 -0.6 0.1 0.3
O 2.5169 -4.3154 -1.6826 0.6 1.3 -0.2
C 2.4638 -2.9275 -1.6010 -0.4 -1.4 0.4
C 2.9855 -2.3077 -0.4550 -0.1 0.1 -0.1
C 2.8142 -0.9484 -0.3033 0.1 0.3 0.1
C 2.1680 -0.1387 -1.2929 0.2 -0.2 0.1
C 2.0079 1.2453 -1.0036 0.2 -0.6 -0.5
C 1.4141 2.2915 -1.7618 -0.5 0.9 -0.2
C 1.5922 3.6297 -1.2774 0.0 -0.6 0.0
C 1.0793 4.7265 -1.9499 0.0 0.0 -0.1
C 0.3689 4.5466 -3.1486 0.3 -0.3 0.5
C 0.1610 3.2523 -3.6418 0.1 -0.3 0.1
C 0.6436 2.1427 -2.9543 0.1 0.2 0.0
C 1.7784 -0.8049 -2.4925 -0.1 -0.4 -0.2
C 1.9007 -2.1786 -2.6389 -0.1 0.5 -0.1
C 1.3743 -5.7072 -0.1097 -0.1 0.4 -0.4
C 0.2070 -6.3415 0.3078 0.2 -0.1 -0.2
H -1.8201 -6.8653 -0.1946 0.2 0.1 -0.1
H -1.7447 -5.7627 -2.4365 0.2 -0.1 0.2
H 0.3496 -4.6073 -3.1834 -0.1 -0.2 0.3
H 3.4788 -2.9157 0.3046 -0.2 0.2 -0.2
H 3.1881 -0.4593 0.5974 -0.2 -0.2 -0.2
H 2.4730 1.5661 -0.0664 -0.2 -0.1 -0.2
H 2.1564 3.7559 -0.3512 -0.2 0.1 -0.3
H 1.2322 5.7284 -1.5447 -0.1 -0.3 -0.2
H -0.0235 5.4083 -3.6840 0.1 -0.2 0.1
H -0.3903 3.1041 -4.5733 0.1 0.1 0.4
H 0.4004 1.1563 -3.3353 0.0 0.4 0.1
H 1.3765 -0.2523 -3.3341 0.2 -0.2 0.2
H 1.5599 -2.6869 -3.5452 0.2 0.3 0.4
H 2.2734 -5.6648 0.5044 -0.3 0.0 -0.1
H 0.1942 -6.8206 1.2866 -0.1 0.1 -0.3
C 0.3038 1.1902 3.1907 0.6 -0.1 0.5
C -0.8931 2.1036 3.3206 -0.2 0.0 -0.2
C -1.5794 1.8966 4.6614 0.1 -0.2 0.5
C -0.4681 3.5570 3.1923 0.4 0.3 0.1
N -1.8352 1.7743 2.2447 -0.7 0.5 -0.2
C -1.6398 0.8280 1.3228 0.8 -1.1 -0.9
N -2.7521 0.8516 0.5466 -0.3 0.8 0.8
C -2.9871 0.0365 -0.6224 -0.1 -0.2 -0.4
C -3.6431 1.8239 1.0024 0.4 0.0 0.0
C -3.0534 2.4231 2.0590 -0.1 -0.3 -0.2
H 0.8232 1.3376 2.2372 -0.2 -0.1 0.1
H 0.9996 1.4416 3.9998 0.0 0.0 -0.1
H 0.0187 0.1393 3.3010 0.1 0.2 -0.2
H -2.4232 2.5815 4.8036 0.1 -0.2 -0.1
H -1.9159 0.8593 4.7722 -0.1 0.2 -0.1
H -0.8520 2.0924 5.4577 -0.2 0.0 -0.1
H -1.3078 4.2475 3.3328 0.2 -0.1 -0.1
H 0.2699 3.7661 3.9759 -0.1 0.1 -0.1
H 0.0164 3.7446 2.2261 -0.2 0.0 0.1
H -2.1527 -0.6636 -0.7510 -0.2 0.2 0.2
H -3.9271 -0.5283 -0.5370 0.3 0.1 0.1
H -3.0761 0.6654 -1.5221 0.1 -0.1 0.2
H -4.5875 2.0002 0.5311 -0.2 0.1 -0.1
H -3.3835 3.2395 2.6721 -0.1 0.0 0.1
```
Positions in Å, forces in eV/Å.

Calculated values
- charge = +1
- LUMO energy (eV) = -5.62
- HOMO (eV) = -10.473
- ΔE to the lowest compared entry with this formula, charge and spin (kJ/mol) = 164.6